A cluster of 2 separate species, C2H4Cl2OS in total, computed with ωB97M-V/def2-TZVPD.

Atoms and positions in Å:
C (0.378, 0.804, -0.663)
C (1.783, 0.281, -0.360)
O (1.096, -1.938, 1.475)
S (1.380, -2.129, -0.100)
Cl (3.016, 0.500, -1.641)
Cl (2.244, 0.714, 1.333)
H (-0.344, 0.090, -0.975)
H (-0.119, 1.317, 0.165)
H (0.326, 1.527, -1.444)
H (1.958, -1.693, 1.931)

As for the HOMO-LUMO gap (alpha / beta): 8.168 / 8.168 eV. The value obtained for the energy above the lowest of the compared OMol25 structures with the same formula, charge and spin is 152.40 kJ/mol. Its spin multiplicity is 1.

---

The ion C4H2BrF2O3 with charge -1, computed with ωB97M-V/def2-TZVPD.

Atoms and positions in Å:
O (2.512, 1.750, 0.278)
C (1.328, 1.540, 0.126)
O (0.476, 2.527, -0.240)
C (0.702, 0.233, 0.343)
Br (2.016, -1.168, 0.778)
C (-0.773, -0.089, 0.077)
O (-1.600, 0.757, -0.289)
C (-0.990, -1.563, -0.095)
F (-2.043, -1.893, -0.979)
F (-1.176, -2.285, 1.081)
H (-0.321, 2.090, -0.365)
H (-0.132, -1.899, -0.715)

The net charge is -1. As for the HOMO-LUMO gap: 7.455 eV. Its spin multiplicity is 1.

---

A structure of composition C4H7Br2OP, computed with ωB97M-V/def2-TZVPD.

Atoms and positions in Å:
C (1.109, -0.012, -0.002)
C (0.163, -0.377, -1.199)
C (0.387, 0.820, 1.017)
C (-1.001, -1.127, -0.756)
O (1.278, 0.907, 2.115)
P (-1.959, -0.349, 0.617)
Br (-0.655, -2.871, -0.053)
Br (-2.645, 1.481, -0.328)
H (1.482, -0.713, 0.681)
H (2.043, 0.387, -0.468)
H (-0.204, 0.623, -1.734)
H (0.643, -0.940, -1.956)
H (0.917, 1.425, 2.850)
H (0.121, 1.889, 0.827)
H (-1.679, -1.141, -1.613)

As for the HOMO-LUMO gap (alpha / beta): 7.932 / 7.932 eV. The value obtained for the energy above the lowest of the compared OMol25 structures with the same formula, charge and spin is 350.73 kJ/mol. Its spin multiplicity is 1.

---

An isolated molecule of C4H6FNOS, computed with ωB97M-V/def2-TZVPD.

Atoms and positions in Å:
O (-1.378, -1.547, 1.831)
C (-0.982, -1.043, 0.823)
C (-1.483, 0.022, -0.221)
C (-0.020, -0.026, -0.707)
C (0.796, 1.222, -0.564)
F (0.517, 1.760, 0.676)
N (0.276, -1.070, 0.251)
S (1.759, -1.682, 0.775)
H (-2.201, -0.397, -0.970)
H (-1.897, 0.976, 0.151)
H (0.089, -0.470, -1.734)
H (1.859, 0.988, -0.624)
H (0.494, 1.980, -1.327)
H (2.171, -0.712, 1.639)

As for the HOMO-LUMO gap: 10.448 eV. The value obtained for the energy above the lowest of the compared OMol25 structures with the same formula, charge and spin is 116.48 kJ/mol. Its spin multiplicity is 1.

---

An isolated molecule of C5H15N3, computed with ωB97M-V/def2-TZVPD.

Atoms and positions in Å:
C (-3.579, 1.356, 1.231)
N (-2.574, 0.813, 0.335)
C (-1.525, 0.080, 1.097)
C (-0.731, -0.797, 0.124)
N (0.668, -0.305, 0.080)
C (1.395, -0.890, -1.068)
C (2.889, -0.922, -0.746)
N (3.437, 0.436, -0.994)
H (-3.127, 1.868, 2.091)
H (-4.192, 2.095, 0.715)
H (-4.214, 0.554, 1.607)
H (-2.139, 1.522, -0.245)
H (-2.109, -0.506, 1.804)
H (-0.867, 0.771, 1.622)
H (-0.761, -1.879, 0.270)
H (-1.198, -0.725, -0.863)
H (0.587, 0.685, -0.114)
H (1.039, -1.916, -1.219)
H (1.166, -0.390, -2.014)
H (3.385, -1.596, -1.452)
H (2.980, -1.182, 0.301)
H (3.500, 0.615, -1.984)
H (4.356, 0.532, -0.565)

As for the HOMO-LUMO gap: 9.714 eV. The value obtained for the energy above the lowest of the compared OMol25 structures with the same formula, charge and spin is 152.17 kJ/mol. Its spin multiplicity is 1.

---

A cluster of 4 separate species, C25H29F3INO3PS in total, computed with ωB97M-V/def2-TZVPD.

Atoms and positions in Å:
C (0.316, 4.661, -1.210)
C (0.771, 3.776, -0.227)
C (-0.167, 2.889, 0.664)
C (0.848, 1.865, 1.304)
S (0.076, 0.494, 2.228)
O (-0.845, 0.927, 3.311)
O (1.207, -0.272, 2.859)
C (-0.915, 3.646, 1.867)
C (-2.473, 3.428, 1.590)
N (-2.424, 3.322, 0.089)
P (-3.967, 3.346, -0.845)
O (-3.537, 2.567, -2.288)
I (-5.655, 1.968, 0.280)
C (-1.383, 2.293, -0.169)
H (0.511, 5.745, -1.067)
H (-0.257, 4.374, -2.118)
H (1.873, 3.663, -0.096)
H (1.487, 2.425, 2.030)
H (1.506, 1.474, 0.498)
H (-0.548, -0.427, 1.386)
H (-0.792, 4.751, 1.703)
H (-0.564, 3.421, 2.892)
H (-2.684, 2.450, 2.083)
H (-3.155, 4.252, 1.896)
H (-2.024, 4.247, -0.149)
H (-3.412, 3.250, -2.962)
H (-1.105, 2.108, -1.224)
H (-1.747, 1.352, 0.297)
F (-0.029, 0.033, -1.292)
C (-0.333, -0.497, -2.507)
C (-0.366, 0.330, -3.615)
C (-0.672, -0.212, -4.857)
C (-0.952, -1.569, -4.972)
C (-0.920, -2.387, -3.848)
C (-0.603, -1.849, -2.607)
H (-0.151, 1.387, -3.504)
H (-0.693, 0.422, -5.734)
H (-1.194, -1.990, -5.940)
H (-1.141, -3.440, -3.938)
H (-0.565, -2.473, -1.722)
F (0.418, -4.718, -5.189)
C (0.340, -5.967, -4.685)
C (1.505, -6.646, -4.376)
C (1.424, -7.929, -3.852)
C (0.181, -8.521, -3.653)
C (-0.981, -7.829, -3.972)
C (-0.903, -6.541, -4.487)
H (2.464, -6.171, -4.546)
H (2.328, -8.468, -3.600)
H (0.119, -9.524, -3.248)
H (-1.948, -8.292, -3.820)
H (-1.798, -5.983, -4.734)
F (5.399, 2.130, 7.238)
C (4.100, 1.934, 6.957)
C (3.752, 1.100, 5.909)
C (2.408, 0.892, 5.620)
C (1.431, 1.532, 6.377)
C (1.796, 2.371, 7.425)
C (3.138, 2.570, 7.721)
H (4.528, 0.619, 5.327)
H (2.118, 0.237, 4.805)
H (0.384, 1.374, 6.149)
H (1.034, 2.871, 8.011)
H (3.441, 3.213, 8.538)

The net charge is +1. As for the HOMO-LUMO gap: 6.540 eV. The value obtained for the energy above the lowest of the compared OMol25 structures with the same formula, charge and spin is 194.05 kJ/mol. Its spin multiplicity is 1.

---

A cluster of 2 separate species, C3H10NO in total, computed with ωB97M-V/def2-TZVPD.

Atoms and positions in Å:
C (-2.230, -1.044, 0.025)
C (0.938, 0.621, 0.304)
C (2.002, 0.592, -0.691)
O (2.976, -0.355, -0.171)
N (-2.262, 0.428, 0.038)
H (-3.261, -1.508, -0.242)
H (-1.532, -1.413, -0.766)
H (0.575, 1.609, 0.571)
H (1.065, -0.124, 1.038)
H (1.744, 0.102, -1.657)
H (2.579, 1.527, -0.976)
H (3.111, -0.368, 0.763)
H (-1.902, -1.554, 0.938)
H (-1.198, 0.617, -0.103)
H (-2.605, 0.871, 0.926)

The net charge is +1. As for the HOMO-LUMO gap: 5.326 eV. The value obtained for the energy above the lowest of the compared OMol25 structures with the same formula, charge and spin is 562.08 kJ/mol. Its spin multiplicity is 1.

---

An isolated molecule of C14H18N4O3S, computed with ωB97M-V/def2-TZVPD.

Atoms and positions in Å:
C (0.727, 1.691, -5.745)
C (0.832, 0.173, -5.784)
O (1.122, -0.370, -4.497)
C (0.059, -0.525, -3.672)
O (-1.077, -0.244, -3.975)
N (0.412, -1.080, -2.489)
C (1.770, -1.271, -2.042)
C (2.088, -0.283, -0.917)
N (1.139, -0.475, 0.164)
C (1.471, 0.310, 1.339)
C (0.670, -0.146, 2.504)
N (-0.206, 0.538, 3.171)
C (-0.631, -0.352, 4.125)
C (-1.614, -0.020, 5.106)
C (-2.263, 1.180, 5.245)
C (-3.170, 1.180, 6.318)
C (-3.197, -0.012, 6.976)
S (-2.118, -1.164, 6.303)
N (-0.034, -1.514, 4.025)
O (0.816, -1.388, 2.974)
C (-0.214, -0.216, -0.302)
C (-0.559, -1.193, -1.425)
H (0.572, 2.071, -6.751)
H (1.638, 2.122, -5.337)
H (-0.115, 1.984, -5.124)
H (1.662, -0.149, -6.416)
H (-0.105, -0.259, -6.149)
H (2.452, -1.134, -2.878)
H (1.863, -2.291, -1.654)
H (3.095, -0.476, -0.541)
H (2.050, 0.747, -1.314)
H (1.288, 1.389, 1.205)
H (2.529, 0.151, 1.568)
H (-2.080, 2.012, 4.591)
H (-3.774, 2.026, 6.591)
H (-3.793, -0.283, 7.825)
H (-0.908, -0.355, 0.528)
H (-0.318, 0.819, -0.671)
H (-1.545, -0.977, -1.837)
H (-0.534, -2.216, -1.037)

As for the HOMO-LUMO gap: 9.241 eV. The value obtained for the energy above the lowest of the compared OMol25 structures with the same formula, charge and spin is 56.50 kJ/mol. Its spin multiplicity is 1.